No. 1
Here is 3 unconnected molecules or ions with the total composition C22H39Br2ClFN2O5 from the Open Molecules 2025 dataset. Energies are from wB97M-V/def2-TZVPD.

Calculated values
LUMO energy = -0.1694 Eh
Kohn-Sham gap = 6.408 eV
E_HOMO = -11.0 eV
largest force on an atom = 1.9 eV Å⁻¹

The geometry in ORCA input format:
```
! RIJCOSX wB97M-V def2-TZVPD def2/J DEFGRID3
* xyz 1 1
C -1.1654 -3.6665 -0.3324
C -0.6074 -2.2214 -0.3033
Br 0.1790 -1.8068 -2.0439
C -1.6651 -1.1262 0.1542
Br -3.1210 -1.8930 1.2179
C -0.8705 -0.0626 0.9398
C -0.6530 -0.3456 2.3123
C 0.1060 0.5643 3.0485
C 0.6078 1.6877 2.4312
Cl 1.5870 2.7268 3.4273
N 0.3690 1.9768 1.1441
C 0.9437 3.1937 0.5505
C 2.2944 2.7996 -0.1197
O 2.7343 3.3497 -1.0755
F 2.9205 1.7427 0.4604
C -0.3687 1.1127 0.3904
C -0.6391 1.4530 -1.0773
C -1.7571 2.5677 -1.1414
C -3.2061 2.0280 -0.9611
C -3.8315 2.4878 0.3965
N -4.6997 1.4589 0.9801
H -1.0952 -4.1742 0.6404
H -2.1722 -3.6899 -0.7698
H -0.5120 -4.2420 -1.0122
H 0.2031 -2.1746 0.4422
H -2.1239 -0.7312 -0.7565
H -1.0382 -1.2540 2.7794
H 0.2952 0.3585 4.1019
H 0.3406 3.6175 -0.2566
H 1.1305 3.9905 1.2799
H 0.2818 1.7819 -1.5907
H -1.0201 0.5964 -1.6373
H -1.6050 3.3042 -0.3286
H -1.6406 3.1468 -2.0731
H -3.3105 0.9390 -1.0791
H -3.8156 2.4904 -1.7546
H -3.0570 2.7880 1.1337
H -4.4618 3.3748 0.1998
H -4.8177 1.5775 1.9783
H -4.3663 0.5254 0.7759
C 4.0509 -0.0968 4.0879
O 4.2636 0.1917 5.4555
C 5.2643 -0.6348 6.0442
C 6.5926 0.0876 6.1513
O 7.1378 0.3677 4.8690
C 6.9236 1.7081 4.4595
H 3.4918 0.7318 3.6519
H 4.9886 -0.2056 3.5387
H 3.4593 -1.0148 3.9885
H 5.3742 -1.5685 5.4845
H 4.9194 -0.8863 7.0510
H 7.3043 -0.5646 6.6655
H 6.4932 1.0046 6.7398
H 7.6201 2.3734 4.9797
H 5.8980 2.0346 4.6476
H 7.1170 1.7668 3.3887
C -4.7680 -2.2590 -5.1147
O -3.5335 -1.8309 -4.5568
C -2.5187 -2.8241 -4.6337
C -1.5659 -2.5628 -5.7845
O -2.2148 -2.6930 -7.0385
C -2.5735 -1.4436 -7.6081
H -5.3933 -1.3798 -5.2652
H -4.6304 -2.7541 -6.0778
H -5.2748 -2.9386 -4.4226
H -2.9580 -3.8235 -4.7121
H -1.9570 -2.7757 -3.6967
H -0.7702 -3.3144 -5.7575
H -1.0990 -1.5765 -5.6891
H -1.6886 -0.9609 -8.0360
H -3.0350 -0.7777 -6.8759
H -3.2900 -1.6324 -8.4063
*
```

And the Mulliken charges, in e, turn out to be: C -1.554; C 0.347; Br -0.105; C -0.683; Br -0.025; C 0.795; C -0.365; C -0.890; C 0.343; Cl -0.063; N 0.139; C -1.105; C 0.772; O -0.460; F -0.199; C 0.423; C -1.070; C -0.781; C -0.843; C -0.358; N -0.628; H 0.424; H 0.423; H 0.442; H 0.382; H 0.257; H 0.540; H 0.498; H 0.150; H 0.810; H 0.468; H 0.223; H 0.444; H 0.475; H 0.318; H 0.435; H 0.193; H 0.389; H 0.257; H 0.138; C -0.349; O -0.357; C -0.534; C -0.475; O -0.378; C -0.723; H -0.180; H 0.383; H 0.351; H 0.329; H 0.385; H 0.378; H 0.323; H 0.332; H 0.296; H 0.252; C -0.840; O -0.324; C 0.191; C -0.555; O -0.381; C -0.726; H 0.263; H 0.353; H 0.320; H 0.366; H -0.217; H 0.348; H 0.334; H 0.322; H 0.304; H 0.254

***

No. 2
Here is a molecular structure, C22H39ClN4PmS2Si4 from the Open Molecules 2025 dataset. Energies are from wB97M-V/def2-TZVPD.

Calculated values
LUMO energy (spin up / spin down) = -0.1167 / -0.1025 Eh
Kohn-Sham gap (spin up / spin down) = 6.687 / 6.922 eV
expectation value of S² = 6.03
E_HOMO (spin up / spin down) = -9.9 / -9.7 eV
largest force on an atom = 1.2 eV Å⁻¹

The geometry in ORCA input format:
```
! RIJCOSX wB97M-V def2-TZVPD def2/J DEFGRID3
* xyz 1 5
Pm 0.1250 -0.7075 0.8286
N -2.3281 -3.7073 0.5191
C -1.1972 -3.8828 -0.1982
N -0.1668 -3.0719 -0.1439
C 0.8678 -3.5068 -0.9671
C 0.5849 -4.6264 -1.6702
S -0.9977 -5.2052 -1.3000
C 2.1444 -2.7927 -0.9952
C 3.2869 -3.2991 -1.5107
S 4.5739 -2.1678 -1.3748
C 3.4806 -1.0467 -0.6320
N 2.2620 -1.5095 -0.4651
N 3.8651 0.2265 -0.3935
H -2.2937 -3.1217 1.3365
H -3.0363 -4.4198 0.5030
H 1.2046 -5.1499 -2.3782
H 3.4516 -4.2652 -1.9566
H 4.8526 0.4032 -0.3007
H 3.2701 0.8054 0.1762
Cl 6.0358 -1.6140 2.2666
C 4.3211 -1.6715 2.5459
C 3.6217 -2.8547 2.3521
C 2.2558 -2.8842 2.5534
C 1.5400 -1.7439 2.9716
C 0.0869 -1.7562 3.1322
C 2.2860 -0.5543 3.1429
C 3.6581 -0.5231 2.9401
H 4.1540 -3.7529 2.0657
H 1.7190 -3.8181 2.4349
H -0.2506 -1.1018 3.9380
H -0.2945 -2.7626 3.3049
H 1.7934 0.3299 3.5406
H 4.2210 0.3824 3.1309
C -3.7620 3.6576 1.0988
Si -2.5686 2.2082 1.2391
C -3.5242 0.6569 1.8062
C -1.3331 2.5355 2.6531
Si -1.2587 1.4448 -0.5698
Si 0.5703 2.8343 -1.0948
C 0.3277 4.6160 -1.6532
C 1.6443 2.8227 0.4961
C 1.6245 1.9075 -2.3751
Si -2.4766 0.6283 -2.4151
C -3.5602 -0.7782 -1.7343
C -1.2215 -0.1864 -3.5817
C -3.5536 1.8385 -3.3767
H -4.2943 3.8217 2.0383
H -4.5062 3.4790 0.3204
H -3.2345 4.5801 0.8493
H -4.0162 0.8103 2.7695
H -2.8389 -0.1948 1.9198
H -4.2931 0.3699 1.0864
H -1.8307 2.6042 3.6231
H -0.7812 3.4651 2.5013
H -0.6002 1.7199 2.7183
H -0.2328 5.1908 -0.9134
H -0.2258 4.6551 -2.5933
H 1.2857 5.1166 -1.8108
H 1.3074 3.5691 1.2172
H 2.6958 3.0295 0.2788
H 1.5857 1.8454 1.0020
H 1.1814 1.9610 -3.3717
H 1.7124 0.8487 -2.1123
H 2.6336 2.3212 -2.4433
H -2.9713 -1.4336 -1.0863
H -3.9814 -1.3895 -2.5364
H -4.3947 -0.3907 -1.1460
H -0.5400 -0.8370 -3.0245
H -0.6155 0.5602 -4.0990
H -1.7155 -0.7931 -4.3447
H -4.3203 2.2772 -2.7352
H -4.0584 1.3436 -4.2095
H -2.9563 2.6548 -3.7874
*
```

And the Mulliken charges, in e, turn out to be: Pm 0.662; N -0.271; C 0.062; N 0.559; C -0.546; C -0.332; S -0.202; C -0.237; C -0.340; S -0.180; C -0.066; N 0.750; N -0.046; H 0.129; H 0.242; H 0.437; H 0.474; H 0.294; H -0.222; Cl -0.182; C 0.314; C -0.868; C -0.120; C 0.035; C -1.109; C 0.003; C -1.054; H 0.489; H 0.415; H 0.373; H 0.404; H 0.581; H 0.533; C -1.128; Si 0.359; C -0.808; C -0.737; Si -0.453; Si 0.334; C -1.136; C -0.615; C -0.797; Si 0.479; C -0.754; C -0.849; C -1.154; H 0.350; H 0.321; H 0.331; H 0.439; H 0.036; H 0.239; H 0.431; H 0.220; H 0.039; H 0.338; H 0.318; H 0.351; H 0.356; H 0.517; H -0.284; H 0.332; H 0.048; H 0.422; H 0.025; H 0.422; H 0.272; H 0.062; H 0.273; H 0.434; H 0.316; H 0.347; H 0.323

***

No. 3
Here is a molecular structure, C22H39F3GeO4Ti from the Open Molecules 2025 dataset. Energies are from wB97M-V/def2-TZVPD.

Calculated values
LUMO energy (spin up / spin down) = 0.1057 / 0.1057 Eh
Kohn-Sham gap (spin up / spin down) = 6.025 / 6.095 eV
expectation value of S² = 0.76
E_HOMO (spin up / spin down) = -3.1 / -3.2 eV
largest force on an atom = 0.6 eV Å⁻¹

The geometry in ORCA input format:
```
! RIJCOSX wB97M-V def2-TZVPD def2/J DEFGRID3
* xyz -1 2
Ti -0.4129 0.6525 -0.6404
C -2.6711 2.2670 1.6034
C -3.0349 0.9716 1.6734
C -2.9050 0.0971 0.5335
C -2.7986 0.7088 -0.7195
C -2.2890 1.9926 -0.8406
C -1.8702 2.7334 0.4261
H -2.8628 2.9486 2.4248
H -3.5105 0.5851 2.5713
H -3.2048 -0.9403 0.6028
H -3.0689 0.1783 -1.6230
H -2.3818 2.5194 -1.7818
H -2.0331 3.8168 0.2991
C 3.2154 0.9929 0.7408
C 2.9136 0.3960 -0.6334
C 3.0374 1.4697 -1.7108
C 3.9007 -0.7325 -0.9440
O 1.5752 -0.0991 -0.6340
Ge 1.1031 -1.8689 -0.0441
O -0.4180 -1.5781 -1.1516
C -0.9033 -2.6060 -2.0123
C -2.3327 -2.2748 -2.4252
C -0.0058 -2.7045 -3.2469
C -0.9183 -3.9488 -1.2713
O 0.1586 -1.0182 1.3263
C -0.0375 -1.5536 2.6206
C -1.2778 -2.4498 2.6274
C -0.2421 -0.3811 3.5744
C 1.1792 -2.3627 3.0826
H 4.2760 1.2371 0.8385
H 2.6277 1.9004 0.8750
H 2.9413 0.2838 1.5255
H 4.0091 1.9645 -1.6330
H 2.9420 1.0271 -2.7007
H 2.2502 2.2105 -1.5806
H 4.9010 -0.3171 -1.0847
H 3.9454 -1.4648 -0.1358
H 3.6046 -1.2436 -1.8625
H -2.3515 -1.3679 -3.0249
H -2.7483 -3.0944 -3.0165
H -2.9527 -2.1351 -1.5383
H -0.0358 -1.7746 -3.8100
H 1.0276 -2.8896 -2.9404
H -0.3252 -3.5280 -3.8919
H -1.4972 -3.8570 -0.3502
H -1.3822 -4.7163 -1.8946
H 0.0921 -4.2789 -1.0230
H -2.1534 -1.8651 2.3475
H -1.1564 -3.2603 1.9048
H -1.4408 -2.8890 3.6153
H -1.0761 0.2289 3.2299
H -0.4501 -0.7357 4.5880
H 0.6564 0.2376 3.5951
H 1.3123 -3.2660 2.4846
H 2.0849 -1.7572 3.0004
H 1.0554 -2.6587 4.1272
F -0.1173 2.3997 -3.2630
C -0.2702 1.0897 -2.8595
F 0.7493 0.4426 -3.5419
F -1.4008 0.6851 -3.5728
C 0.4897 4.3569 -0.4943
O 0.3994 2.9488 -0.4657
C -0.3780 2.3957 0.6333
C 0.1301 2.8321 1.9874
H -0.4210 4.8360 -0.1321
H 0.6548 4.6600 -1.5298
H 1.3301 4.7045 0.1183
H -0.1594 3.8694 2.2278
H 1.2188 2.7750 2.0508
H -0.2859 2.2025 2.7690
*
```

And the natural (NBO) charges, in e, turn out to be: Ti 1.563; C -0.234; C -0.234; C -0.401; C -0.299; C -0.481; C -0.317; H 0.191; H 0.195; H 0.198; H 0.225; H 0.226; H 0.185; C -0.610; C 0.274; C -0.619; C -0.631; O -0.972; Ge 1.331; O -0.963; C 0.279; C -0.620; C -0.630; C -0.636; O -0.932; C 0.272; C -0.623; C -0.621; C -0.634; H 0.193; H 0.221; H 0.209; H 0.191; H 0.224; H 0.246; H 0.204; H 0.210; H 0.217; H 0.236; H 0.195; H 0.213; H 0.241; H 0.205; H 0.193; H 0.212; H 0.203; H 0.214; H 0.223; H 0.201; H 0.192; H 0.236; H 0.190; H 0.209; H 0.211; H 0.209; H 0.201; F -0.367; C 0.492; F -0.376; F -0.383; C -0.239; O -0.587; C -0.198; C -0.644; H 0.173; H 0.189; H 0.161; H 0.172; H 0.199; H 0.226

***

No. 4
Here is a molecular structure, C22H39F6N3O11P from the Open Molecules 2025 dataset. Energies are from wB97M-V/def2-TZVPD.

Calculated values
LUMO energy = 0.0796 Eh
Kohn-Sham gap = 8.320 eV
E_HOMO = -6.2 eV
largest force on an atom = 15.7 eV Å⁻¹

The geometry in ORCA input format:
```
! RIJCOSX wB97M-V def2-TZVPD def2/J DEFGRID3
* xyz -1 1
P 15.6102 -22.9197 19.0674
F 16.9928 -23.5243 19.6983
F 15.2154 -22.5961 20.6614
F 16.4513 -21.5473 18.8867
F 14.3158 -22.1808 18.4448
F 16.0240 -23.3389 17.5278
F 14.8571 -24.3231 19.0946
O 19.7655 -23.0358 17.4216
C 18.8000 -22.5655 18.0874
N 17.5754 -22.4098 17.5272
C 19.0397 -22.0201 19.4751
H 16.8327 -22.0618 18.1165
H 17.4545 -22.9286 16.6691
H 19.3423 -22.8310 20.1377
H 18.2111 -21.5711 20.0227
H 19.8447 -21.2940 19.3619
O 13.3400 -26.7278 17.1229
C 13.7398 -25.6183 17.4144
N 14.9940 -25.3977 17.2934
C 12.7988 -24.4739 17.9520
H 15.3040 -24.6839 17.9372
H 15.5931 -26.1214 16.9227
H 13.2605 -23.4996 17.7915
H 12.6525 -24.4666 19.0321
H 11.8240 -24.5121 17.4657
O 18.4176 -19.9452 20.3695
C 17.6977 -20.2384 21.2848
N 16.6369 -21.0293 21.0437
C 17.7091 -19.5056 22.5519
H 16.7840 -21.3020 20.0824
H 15.7402 -20.7082 21.3797
H 18.5784 -19.7273 23.1709
H 16.8114 -19.8041 23.0931
H 17.5743 -18.4524 22.3056
O 19.9474 -26.1895 15.3219
C 19.0616 -25.5033 15.8797
O 18.3002 -26.0287 16.8049
C 17.1710 -25.2175 17.2940
C 17.2176 -24.1759 16.1444
C 18.6507 -24.0937 15.5688
H 17.5207 -24.7695 18.2242
H 16.1566 -25.6056 17.3854
H 16.8370 -23.2078 16.4697
H 16.5014 -24.3405 15.3394
H 19.1769 -23.2581 16.0304
H 18.5472 -23.9577 14.4923
O 17.0104 -27.9235 22.4455
C 16.7184 -27.2809 21.4177
O 16.4345 -25.9373 21.4019
C 16.5160 -25.3477 20.1074
C 16.3469 -26.5652 19.1677
C 16.7901 -27.7882 19.9483
H 17.4139 -24.7433 19.9782
H 15.6417 -24.7096 19.9789
H 16.9038 -26.3899 18.2472
H 15.3456 -26.7971 18.8047
H 17.8614 -27.9871 19.9787
H 16.2122 -28.7092 19.8713
O 11.9183 -26.1324 19.2362
C 12.6131 -25.9292 20.2404
O 12.6543 -26.6598 21.4166
C 13.5175 -26.1652 22.4457
C 14.0114 -24.7344 21.9878
C 13.6247 -24.8279 20.4916
H 14.3558 -26.8177 22.6899
H 12.9151 -26.1223 23.3531
H 15.0855 -24.7138 22.1720
H 13.4089 -23.9750 22.4861
H 14.4789 -25.2392 19.9537
H 13.4666 -23.8538 20.0287
O 12.8126 -22.9241 23.8073
C 13.9847 -23.1772 23.5172
O 14.7816 -24.0144 24.3094
C 16.1218 -23.9699 23.8578
C 16.2442 -22.6432 23.1528
C 14.9064 -22.4951 22.4724
H 16.2101 -24.7652 23.1177
H 16.9092 -24.2479 24.5584
H 17.0440 -22.5964 22.4137
H 16.4295 -21.7763 23.7870
H 15.0194 -23.1340 21.5966
H 14.5399 -21.4999 22.2206
*
```

And the Mulliken charges, in e, turn out to be: P 2.645; F -1.033; F -0.109; F -0.113; F -0.553; F -0.331; F -1.522; O -0.817; C 0.520; N -0.918; C 0.116; H 0.403; H 0.806; H 0.270; H -0.461; H 0.409; O -0.726; C 0.761; N 0.333; C -1.373; H 0.847; H -0.101; H 0.572; H 0.447; H 0.530; O -0.655; C 0.606; N -0.598; C -1.295; H -0.263; H 0.255; H 0.280; H 0.307; H 0.315; O -0.739; C 0.259; O -0.539; C 1.416; C -0.471; C -0.470; H -0.723; H -0.663; H -0.602; H 0.873; H 0.407; H 0.491; O -0.705; C 0.288; O -0.472; C 0.535; C 0.315; C -0.734; H 1.171; H -0.851; H -0.460; H -0.042; H 0.297; H 0.351; O -0.581; C 0.358; O -0.398; C -1.200; C 0.061; C 0.612; H 0.299; H 0.333; H -2.409; H 0.977; H 0.315; H 1.005; O -0.761; C 0.802; O -0.481; C -0.384; C -0.157; C -0.538; H 0.197; H 0.597; H -0.005; H 0.190; H 0.773; H 0.908

***

- Among the records above, which one has the highest largest force on an atom?
  C22H39F6N3O11P

***

- Which of these has the highest largest force on an atom?
  C22H39F6N3O11P